Here is 3 unconnected molecules or ions with the total composition C3H5O2S5 in a non-equilibrium geometry from OMol25. Energies are from wB97M-V/def2-TZVPD.

Its energy above the lowest of the compared OMol25 structures with the same formula, charge and spin is 88.9 kJ/mol. Its spin multiplicity is 1. As for the net charge: -1. Its HOMO energy is -3.4 eV. Its gap between HOMO and LUMO is 6.3289 eV. As for the LUMO energy: 2.96 eV.

Positions of all 15 atoms, in Å:
C (-0.882, -0.946, -2.265)
C (0.602, 0.088, 0.376)
C (1.933, -0.248, 0.229)
O (-0.111, -1.734, -1.948)
O (-1.642, -0.088, -2.483)
S (-0.531, -0.916, 1.164)
S (0.028, 1.598, -0.468)
S (2.759, -1.553, 1.046)
S (3.026, 1.070, -0.563)
S (-3.958, 0.588, 1.634)
H (1.751, -1.610, 2.002)
H (0.502, 2.382, 0.505)
H (-2.845, 1.186, 1.757)
H (3.036, 0.301, -1.605)
H (-3.669, -0.116, 0.620)